Density functional theory data (wB97M-V/def2-TZVPD) for a 2-piece molecular cluster, C3H3IO2 overall.

Properties
Energy above the lowest of the compared OMol25 structures with the same formula, charge and spin = 209.31 kJ/mol
E_HOMO = -7.9 eV
LUMO = 0.10 eV
Orbital gap = 8.0355 eV

The geometry in ORCA input format:
```
! RIJCOSX wB97M-V def2-TZVPD def2/J DEFGRID3
* xyz 0 1
C 0.400 0.252 -0.447
C -1.617 0.831 0.420
C 1.027 -0.941 0.165
O 0.694 0.967 -1.310
O -2.098 0.126 1.251
I -2.124 2.524 -0.636
H 0.316 -1.690 0.062
H 1.482 -0.959 1.044
H 1.920 -1.110 -0.548
*
```

Density functional theory data (wB97M-V/def2-TZVPD) for one molecule with the formula C3H7NO.

Properties
Energy above the lowest of the compared OMol25 structures with the same formula, charge and spin = 148.52 kJ/mol
E_HOMO = -9.2 eV
LUMO = 0.84 eV
SMILES = CN(C)C=O
Orbital gap = 10.0617 eV

The geometry in ORCA input format:
```
! RIJCOSX wB97M-V def2-TZVPD def2/J DEFGRID3
* xyz 0 1
C -0.079 1.215 0.737
N 0.207 0.005 0.002
C -0.936 -0.686 -0.677
C 1.352 -0.722 -0.078
O 1.346 -1.885 -0.439
H 0.602 2.043 0.543
H 0.062 1.111 1.809
H -1.135 1.432 0.600
H -0.929 -1.744 -0.474
H -0.839 -0.363 -1.722
H -1.919 -0.207 -0.639
H 2.268 -0.198 0.336
*
```

Density functional theory data (wB97M-V/def2-TZVPD) for a 6-piece molecular cluster, C2H17NO6 overall.

Properties
Energy above the lowest of the compared OMol25 structures with the same formula, charge and spin = 129.09 kJ/mol
E_HOMO = -9.7 eV
LUMO = 0.48 eV
SMILES = CNCO.O.O.O.O.O
Orbital gap = 10.1849 eV

The geometry in ORCA input format:
```
! RIJCOSX wB97M-V def2-TZVPD def2/J DEFGRID3
* xyz 0 1
C 0.893 1.547 -1.323
N 0.684 0.753 -0.085
C 1.881 0.077 0.284
O 2.352 -0.947 -0.602
H 0.066 2.255 -1.381
H 1.005 0.932 -2.215
H 1.790 2.155 -1.212
H -0.042 0.073 -0.279
H 2.760 0.736 0.256
H 1.852 -0.284 1.314
H 2.294 -1.821 -0.215
O -3.491 1.266 1.206
H -4.088 1.383 1.944
H -2.592 1.520 1.417
O -0.129 -1.895 -2.830
H 0.617 -1.659 -2.267
H 0.270 -2.512 -3.453
O -2.317 -1.046 -0.050
H -1.895 -0.422 -0.647
H -3.072 -0.556 0.333
O 0.046 2.403 2.338
H 0.998 2.511 2.293
H -0.230 1.775 1.682
O 0.412 -2.517 0.991
H 0.469 -3.129 1.730
H -0.533 -2.601 0.773
*
```